Arrangement A

Molecular formula: C5H16N2O
Method: DFT, the ωB97M-V functional and the def2-TZVPD basis

Last column: Löwdin charge in e.
Atoms and positions in Å:
C 1.0338 -0.9245 0.5121  -0.437
C -0.8214 -2.5080 1.2145  -0.080
C -1.3015 -0.1217 1.2831  -0.062
C 1.1060 -1.2235 -0.9749  -0.111
N -0.5280 -1.1893 0.6466  -0.282
O 1.3659 0.3572 0.8948  -0.046
H 1.1547 0.9842 0.1604  0.040
H 1.5232 -1.6174 1.2049  0.136
H -0.2706 -3.2609 0.6524  0.087
H -0.5354 -2.5629 2.2695  0.089
H -1.8886 -2.7157 1.1301  0.085
H -1.0309 -0.0087 2.3367  0.094
H -1.1017 0.8195 0.7779  0.063
H -2.3641 -0.3557 1.2085  0.087
H -0.3271 -1.2638 -0.6849  0.165
H 1.7671 -0.5486 -1.5186  0.028
H 1.4810 -2.2346 -1.1531  0.029
C -0.2785 3.0288 -1.2623  -0.164
N 0.7357 1.9780 -1.3575  -0.067
H 1.5527 2.3059 -1.8609  0.083
H 0.3801 1.1503 -1.8343  0.060
H 0.0959 3.8365 -0.6313  0.074
H -1.1714 2.6209 -0.7850  0.061
H -0.5769 3.4541 -2.2288  0.068

Calculated values
HOMO energy (eV): -7.531
LUMO (eV): 0.894
Gap between HOMO and LUMO (eV): 8.4

***

Arrangement B

Molecular formula: C5H16N2O
Method: DFT, the ωB97M-V functional and the def2-TZVPD basis

Last column: Löwdin charge in e.
Atoms and positions in Å:
C 0.0974 0.5193 2.1551  -0.110
N 0.5984 -0.5977 1.2733  -0.123
C 0.0164 -2.6786 0.2946  -0.062
C -0.4174 -1.2831 0.6261  -0.489
C -1.0139 -0.4880 -0.6481  -0.264
N -0.3386 0.7141 -1.0422  -0.027
C -0.4429 0.8965 -2.5590  -0.110
H -0.0901 0.0724 3.1760  0.087
H -0.8227 0.9769 1.6894  0.083
H 0.9160 1.2772 2.1331  0.067
H 1.0388 -0.0110 0.5164  0.025
H 0.0479 -3.2176 1.2226  0.079
H -0.8174 -3.1103 -0.2038  0.060
H 0.9038 -2.7821 -0.3047  0.075
H -1.2932 -1.2472 1.2861  0.128
H 1.3983 -0.3364 -1.1127  0.291
H -0.9443 -1.3278 -1.3819  0.105
H -2.0797 -0.2504 -0.3403  0.139
H -1.4368 0.8766 -2.8507  0.055
H 0.0515 1.7621 -2.7995  0.041
H 0.0534 0.1585 -3.1769  0.074
H 0.6721 1.8984 -0.3383  -0.076
H 1.2188 3.3352 -0.0700  0.042
O 1.2410 2.4143 0.2156  -0.089

Calculated values
HOMO energy (eV): -8.653
LUMO (eV): -1.681
Gap between HOMO and LUMO (eV): 7.0

***

Arrangement C

Molecular formula: C5H16N2O
Method: DFT, the ωB97M-V functional and the def2-TZVPD basis

Last column: Löwdin charge in e.
Atoms and positions in Å:
N 1.1651 -0.1893 0.0107  0.020
C -0.1410 -0.6818 -0.4119  -0.359
C -1.2688 0.4363 -0.4354  -0.161
C -0.9280 1.9210 -0.1112  -0.230
C -0.5388 2.5519 -1.4791  -0.114
C -0.5981 -1.8202 0.5058  -0.245
N -1.3770 -2.8118 -0.2848  -0.011
H 1.9807 -0.6089 -0.4045  0.093
H 1.1501 0.8191 0.0267  0.047
H -0.2127 -0.9457 -1.4733  0.124
H -1.7061 0.2759 -1.4150  0.100
H -2.0133 0.1781 0.3280  0.099
H -0.0723 1.8941 0.6023  0.098
H -1.7383 2.4488 0.3951  0.103
H 0.2019 1.9531 -2.0485  0.077
H -1.4254 2.4817 -2.1155  0.069
H -0.1422 3.5616 -1.3664  0.064
H 0.2219 -2.3185 1.0620  0.113
H -1.2671 -1.4199 1.2487  0.092
H -0.7289 -3.1401 -0.9943  0.057
H -1.6138 -3.6250 0.2713  0.058
H 3.7564 0.6930 1.5223  0.020
H 2.3263 0.2277 1.3520  -0.028
O 2.9709 0.5108 2.0397  -0.087

Calculated values
HOMO energy (eV): -9.406
LUMO (eV): 0.835
Gap between HOMO and LUMO (eV): 10.2

***

The winner here is arrangement C, beating the second structure by 2.133 eV.

***

Arrangement A

Molecular formula: C5H16N2O
Method: DFT, the ωB97M-V functional and the def2-TZVPD basis

Last column: Löwdin charge in e.
Atoms and positions in Å:
C -0.4148 0.3281 -2.0984  -0.132
N -0.5919 0.5091 -0.6815  -0.119
C 0.5866 0.8738 0.0814  -0.388
C 0.3743 0.4556 1.5624  -0.173
C 0.4897 -1.0743 1.7664  -0.271
N -0.6445 -1.8429 1.2239  -0.007
C 0.7671 2.4192 0.0859  -0.067
H 0.2352 1.0494 -2.6134  0.079
H -0.0981 -0.6770 -2.3852  0.060
H -1.3825 0.4366 -2.5988  0.087
H -1.3834 1.0866 -0.4586  0.115
H 1.4818 0.4042 -0.3138  0.141
H 1.0661 1.0325 2.1652  0.104
H -0.6437 0.6914 1.8942  0.115
H 1.4375 -1.4013 1.3381  0.099
H 0.5082 -1.2167 2.8439  0.100
H -1.1007 -1.2645 0.5167  0.030
H -1.3325 -1.8221 1.9657  0.062
H 0.2928 2.8258 -0.8134  0.066
H 1.7789 2.8300 0.0154  0.072
H 0.2614 2.9615 0.8890  0.073
H -0.0061 -3.3470 -1.3315  0.037
H -0.9441 -2.2796 -1.2140  -0.017
O -0.7374 -2.9782 -1.8397  -0.067

Calculated values
HOMO energy (eV): -8.763
LUMO (eV): 0.963
Gap between HOMO and LUMO (eV): 9.7

***

Arrangement B

Molecular formula: C5H16N2O
Method: DFT, the ωB97M-V functional and the def2-TZVPD basis

Last column: Löwdin charge in e.
Atoms and positions in Å:
N -1.3079 1.1963 2.1949  0.055
C 0.0342 1.7240 -0.7218  -0.125
C -0.9169 0.6106 -0.1864  -0.243
C -0.5455 0.3156 1.2709  -0.354
C -1.0539 -1.2016 1.5184  -0.179
N -0.0879 -2.0903 0.8142  -0.132
C 1.2186 -2.5511 1.5284  -0.086
H -1.4597 1.1253 3.1172  0.009
H -1.9936 1.8227 1.8741  0.044
H -0.3932 2.4047 -1.5179  0.064
H 0.5107 2.3687 0.1383  0.097
H 0.8830 1.1144 -1.2886  0.099
H -2.0583 1.0418 -0.0846  0.148
H -1.1778 -0.0697 -0.8801  0.049
H 0.5376 0.2416 1.4830  0.125
H -1.0582 -1.3444 2.5730  0.088
H -1.9629 -1.2840 1.0835  0.069
H -0.4258 -2.9174 0.3636  0.065
H 2.0634 -1.7415 1.4755  0.088
H 0.9773 -2.4195 2.5232  0.016
H 1.3467 -3.5444 0.9648  0.102
H 2.1775 0.8692 -6.0549  0.037
H 2.5261 2.5247 -6.2754  -0.038
O 2.1663 1.8039 -5.9130  0.000

Calculated values
HOMO energy (eV): -8.067
LUMO (eV): 1.099
Gap between HOMO and LUMO (eV): 9.2

***

The winner here is arrangement A, beating the second structure by 3.236 eV.

***

Arrangement A

Molecular formula: C5H16N2O
Method: DFT, the ωB97M-V functional and the def2-TZVPD basis

Last column: Löwdin charge in e.
Atoms and positions in Å:
N -0.6551 -1.3072 1.3639  0.029
C -0.7016 0.0492 0.7414  -0.351
C -0.8850 -0.0281 -0.8105  -0.387
C 0.2540 -0.6255 -1.6379  -0.092
C -1.4023 1.2908 -1.3541  -0.069
C 0.5792 0.7805 1.1879  -0.247
N 0.3912 2.1731 1.5758  -0.007
H -1.5550 -1.7453 1.1574  0.065
H 0.0045 -1.8740 0.8314  0.030
H -1.5772 0.5677 1.1159  0.129
H -1.5931 -0.8626 -0.8325  0.122
H -0.0467 -0.5063 -2.6835  0.069
H 1.2697 -0.2293 -1.7364  0.073
H 0.3365 -1.6959 -1.4637  0.062
H -1.2417 1.3312 -2.4364  0.071
H -2.4715 1.4969 -1.2396  0.078
H -0.9234 2.1464 -0.8689  0.065
H 0.9693 0.2455 2.0527  0.101
H 1.4369 0.7294 0.5168  0.104
H 0.4600 2.8862 0.8747  0.052
H -0.1372 2.3345 2.4087  0.060
H 2.5421 -2.9050 1.0068  0.050
H 2.8310 -1.8779 -0.0941  0.049
O 2.1156 -2.3744 0.3243  -0.056

Calculated values
HOMO energy (eV): -8.320
LUMO (eV): 0.666
Gap between HOMO and LUMO (eV): 9.0

***

Arrangement B

Molecular formula: C5H16N2O
Method: DFT, the ωB97M-V functional and the def2-TZVPD basis

Last column: Löwdin charge in e.
Atoms and positions in Å:
C 0.1167 -1.0496 0.5516  -0.222
C 1.1030 -1.0581 -0.7100  -0.373
C 1.1766 -2.6168 -1.1267  -0.094
C 0.7552 -0.2156 -1.9428  -0.103
N 0.1415 0.3301 1.1384  -0.063
C -0.7154 0.4350 2.3938  -0.362
N -0.2589 1.3163 3.3391  -0.006
H -0.8402 -1.4832 0.3342  0.103
H 0.6309 -1.6437 1.3120  0.102
H 2.1728 -0.8611 -0.2665  0.154
H 0.9682 -3.3041 -0.2790  0.069
H 0.3123 -2.6984 -1.7769  0.059
H 2.0789 -2.9987 -1.5922  0.061
H 1.2611 -0.6733 -2.8026  0.073
H 0.9920 0.8208 -1.6936  0.065
H -0.2698 -0.2063 -2.3564  0.080
H -0.0073 0.9999 0.4485  0.052
H -0.8128 -0.6815 2.6446  0.129
H -1.7199 0.7339 2.0929  0.106
H 0.6322 1.1194 3.7672  0.068
H -0.1447 2.2322 2.8310  0.103
H -3.3249 4.0274 -2.1504  0.076
H -1.8273 3.6123 -2.4329  0.016
O -2.4201 3.8631 -1.7236  -0.093

Calculated values
HOMO energy (eV): -8.648
LUMO (eV): 0.654
Gap between HOMO and LUMO (eV): 9.3

***

The winner here is arrangement A, beating the second structure by 0.833 eV.

***

Arrangement A

Molecular formula: C5H16N2O
Method: DFT, the ωB97M-V functional and the def2-TZVPD basis

Last column: Löwdin charge in e.
Atoms and positions in Å:
C -2.3694 -0.9558 0.0703  -0.191
C -1.8701 0.1492 1.2586  -0.142
C -0.3760 -0.1304 1.5191  -0.224
C 0.6907 0.5371 0.6066  -0.179
N 1.3191 -0.5381 -0.3095  -0.152
C 2.6445 -0.3780 -0.6762  -0.214
N -1.7651 -1.1308 -1.3269  0.009
H -2.1957 -2.0262 0.6181  0.125
H -3.4309 -0.6972 0.0019  0.076
H -1.8354 1.1797 0.9403  0.094
H -2.4156 -0.0164 2.1238  0.068
H -0.1956 0.2119 2.5372  0.096
H -0.1025 -1.2026 1.5261  0.099
H 0.0579 1.1274 -0.1353  0.090
H 1.4676 1.3242 0.8714  0.120
H 1.1709 -1.4313 0.1132  0.072
H 2.7585 0.2481 -1.6186  0.077
H 3.3669 -0.0345 -0.0030  0.034
H 3.1760 -1.4688 -1.0518  0.145
H -2.3005 -1.6107 -1.8890  -0.031
H -0.7475 -1.2809 -1.3175  0.046
H 1.3294 2.5946 -0.6228  -0.014
H 0.9255 2.5494 -2.0278  0.039
O 0.6972 2.9802 -1.2085  -0.043

Calculated values
HOMO energy (eV): -8.599
LUMO (eV): 0.875
Gap between HOMO and LUMO (eV): 9.5

***

Arrangement B

Molecular formula: C5H16N2O
Method: DFT, the ωB97M-V functional and the def2-TZVPD basis

Last column: Löwdin charge in e.
Atoms and positions in Å:
C -1.3577 -0.4270 -0.1928  -0.301
N -2.2076 0.6563 0.3075  -0.119
C -3.6168 0.2120 0.5133  -0.126
C -0.0966 0.0739 -0.9017  -0.188
C 0.8688 1.0327 0.1583  -0.123
C 1.6830 -0.0004 0.9942  -0.279
N 3.1273 0.0188 0.7448  0.074
H -1.9735 -1.1522 -0.9116  0.143
H -0.9347 -1.1078 0.5414  0.071
H -2.0920 1.3892 -0.3516  0.081
H -4.3671 0.7265 -0.1339  0.076
H -3.9137 0.4370 1.5242  0.049
H -3.7382 -0.9264 0.2928  0.096
H -0.0197 0.7165 -1.8505  0.126
H 0.4835 -0.8388 -1.0779  0.057
H 0.2964 1.8868 0.6484  0.119
H 1.6650 1.4675 -0.5901  0.109
H 1.4134 0.0095 2.0828  0.137
H 1.1955 -1.0133 0.5894  0.032
H 1.0861 -2.0668 0.8144  0.277
H 3.4496 -0.8062 1.3086  0.112
H 3.2659 -0.0288 -0.3203  0.041
H 3.2002 -0.3409 -2.3897  -0.080
O 2.5829 0.0819 -1.7996  -0.385

Calculated values
HOMO energy (eV): -8.099
LUMO (eV): -2.629
Gap between HOMO and LUMO (eV): 5.5

***

Arrangement C

Molecular formula: C5H16N2O
Method: DFT, the ωB97M-V functional and the def2-TZVPD basis

Last column: Löwdin charge in e.
Atoms and positions in Å:
N -0.5817 0.2798 2.0211  0.009
C 0.6655 0.5230 1.2972  -0.421
C 1.9019 0.0151 2.1188  -0.057
C 0.5489 -0.2944 -0.0253  -0.240
N -0.7132 -0.2048 -0.7247  -0.104
C -1.2055 -1.5292 -1.1893  -0.255
C -0.6292 -1.7282 -2.5987  -0.111
H -0.6798 -0.6965 2.2773  0.079
H -0.5700 0.7825 2.9029  0.072
H 0.8173 1.5899 1.0112  0.134
H 2.5872 0.8362 2.3233  0.066
H 2.4074 -0.8115 1.6273  0.068
H 1.5042 -0.2513 3.0939  0.064
H 1.3853 -0.1053 -0.6977  0.115
H 0.6556 -1.3208 0.4221  0.107
H -1.3505 0.3806 -0.2045  0.086
H -2.2966 -1.5567 -1.2618  0.107
H -0.8125 -2.2546 -0.4503  0.097
H 0.3404 -2.2584 -2.6955  0.072
H -1.3231 -2.2215 -3.2826  0.058
H -0.4772 -0.7417 -3.0297  0.063
H -0.1612 3.6281 -1.4463  0.034
H -1.2125 3.6846 -0.4156  0.023
O -0.8007 4.2551 -1.0731  -0.065

Calculated values
HOMO energy (eV): -8.550
LUMO (eV): 0.894
Gap between HOMO and LUMO (eV): 9.4

***

Arrangement D

Molecular formula: C5H16N2O
Method: DFT, the ωB97M-V functional and the def2-TZVPD basis

Last column: Löwdin charge in e.
Atoms and positions in Å:
N -0.2073 -3.1205 0.2980  -0.029
C -0.8375 -1.8191 0.5685  -0.279
C -0.0549 -0.6791 -0.1171  -0.210
N -0.9407 0.5062 -0.0216  -0.073
C -0.3146 1.7627 0.0815  -0.312
C -0.5037 2.7459 -1.0478  -0.266
C -1.6847 3.7156 -0.8498  -0.123
H 0.7324 -3.1964 0.6502  0.054
H -0.3699 -3.5250 -0.6056  0.052
H -0.9508 -1.7519 1.6519  0.104
H -1.8073 -1.8507 0.0595  0.106
H -0.0679 -1.0727 -1.1491  0.106
H 0.9704 -0.5198 0.2311  0.114
H -1.6110 0.4918 -0.7790  0.112
H -0.6820 2.3637 0.9458  0.102
H 0.8060 1.8182 0.2967  0.130
H 0.4346 3.3728 -1.1168  0.110
H -0.5610 2.3069 -2.0620  0.107
H -2.0610 3.6739 0.1775  0.066
H -1.3578 4.7467 -1.1160  0.069
H -2.5004 3.7885 -1.5742  0.058
H 3.9881 -4.5512 2.4020  0.037
H 5.0654 -4.9801 1.4193  0.030
O 4.5156 -4.2264 1.6569  -0.068

Calculated values
HOMO energy (eV): -8.279
LUMO (eV): 0.869
Gap between HOMO and LUMO (eV): 9.1

***

The winner here is arrangement C, beating the second structure by 0.696 eV.

***

Arrangement A

Molecular formula: C5H16N2O
Method: DFT, the ωB97M-V functional and the def2-TZVPD basis

Last column: Löwdin charge in e.
Atoms and positions in Å:
C -1.2909 2.0348 -0.2952  -0.294
O -1.2090 1.0705 -1.3256  -0.156
C -1.5240 1.4642 1.1631  -0.243
C -2.9295 0.8825 1.3003  -0.136
H -2.1567 2.6860 -0.5548  0.115
H -0.3269 2.5751 -0.2756  0.102
H -1.4176 2.2400 1.9576  0.107
H -0.7535 0.7049 1.4029  0.080
H -3.0874 0.2511 2.1836  0.064
H -3.3193 0.2857 0.4312  0.085
H -3.5569 1.7567 1.3757  0.056
C 2.3930 -1.7340 -0.3962  -0.287
N 2.2771 -2.6423 0.7796  -0.014
C 1.1119 -0.8917 -0.5145  -0.265
N 1.1233 0.1308 -1.5753  -0.010
H 2.5451 -2.3833 -1.3313  0.122
H 3.2794 -1.0972 -0.2681  0.105
H 1.7244 -3.4062 0.4417  0.053
H 3.1570 -3.0608 0.9978  0.049
H 0.9606 -0.4293 0.4925  0.114
H 0.2788 -1.5824 -0.6852  0.124
H -0.2539 0.6835 -1.2469  -0.010
H 1.9394 0.7608 -1.5305  0.113
H 1.0358 -0.2995 -2.5269  0.127

Calculated values
HOMO energy (eV): -8.965
LUMO (eV): 0.782
Gap between HOMO and LUMO (eV): 9.7

***

Arrangement B

Molecular formula: C5H16N2O
Method: DFT, the ωB97M-V functional and the def2-TZVPD basis

Last column: Löwdin charge in e.
Atoms and positions in Å:
N 0.1682 0.6139 1.9960  0.023
C -0.9020 0.7796 0.9931  -0.435
C -1.6718 2.0849 1.1431  -0.071
C -0.3003 0.6406 -0.3940  -0.232
N -0.0031 -0.7397 -0.7193  -0.065
C 0.7584 -0.8872 -1.9516  -0.302
C -0.0706 -0.6126 -3.1962  -0.104
H 0.8089 1.3892 1.9316  0.083
H -0.2159 0.6515 2.9338  0.089
H -1.5867 -0.0569 1.1526  0.142
H -2.5051 2.1019 0.4419  0.077
H -1.0146 2.9360 0.9470  0.080
H -2.0694 2.2092 2.1500  0.072
H -1.0239 1.0298 -1.1120  0.111
H 0.5955 1.2872 -0.4630  0.126
H 0.5406 -1.1613 0.0296  0.065
H 1.1353 -1.9096 -1.9707  0.111
H 1.6364 -0.2216 -1.9534  0.106
H -0.4162 0.4230 -3.2058  0.059
H 0.5365 -0.7487 -4.0901  0.067
H -0.9378 -1.2707 -3.2254  0.073
H 1.2704 -0.9471 1.9736  -0.013
H 2.5078 -1.8615 2.0730  0.030
O 1.6081 -1.8370 1.7377  -0.093

Calculated values
HOMO energy (eV): -8.540
LUMO (eV): 0.926
Gap between HOMO and LUMO (eV): 9.5

***

The winner here is arrangement B, beating the second structure by 1.146 eV.